(1)
Below is a structure of composition C3H2O3Tb in a non-equilibrium geometry, with properties calculated with wB97M-V/def2-TZVPD.

```
9
Properties=species:S:1:pos:R:3:lowdin_spin:R:1
Tb -1.98 2.57 2.74 5.14
O 0.35 -1.39 -0.89 0.08
O 2.63 -1.36 -1.40 0.00
O -1.12 1.28 1.00 0.16
C 1.51 -1.26 -1.21 0.01
C -0.27 -0.06 -0.68 0.51
C -0.45 0.25 0.63 0.10
H -0.72 0.35 -1.58 0.01
H 0.04 -0.38 1.39 0.00
```

Calculated values
- Multiplicity: 7
- Energy above the lowest of the compared OMol25 structures with the same formula, charge and spin: 0.00 kcal/mol
- LUMO (spin up / spin down): -13.21 / -16.36 eV
- HOMO level (spin up / spin down): -24.678 / -22.112 eV
- Charge: +3



(2)
Below is a structure of composition C20H46OsP4S in a non-equilibrium geometry, with properties calculated with wB97M-V/def2-TZVPD.

```
72
Properties=species:S:1:pos:R:3:lowdin_spin:R:1
Os 0.20 0.30 1.18 0.94
S -0.04 -0.83 -5.24 0.55
P -0.52 -0.62 3.43 0.02
P 1.96 1.37 2.17 0.13
P 0.69 1.07 -0.95 0.01
P -1.55 1.78 1.33 0.14
C -0.73 1.13 -2.14 0.01
C -3.20 1.34 0.59 0.04
C 3.60 1.04 1.36 0.02
C 0.49 -2.14 3.65 0.01
C -1.42 3.50 0.62 0.02
C -0.41 -2.43 -5.90 0.14
C 0.26 -4.73 -6.19 0.23
C 2.08 3.22 2.32 0.04
C -1.83 -3.97 -7.12 0.23
C -2.23 -1.17 3.00 0.02
C -2.17 2.34 3.00 0.03
C -0.16 -1.60 0.15 0.21
C -0.91 -5.00 -6.91 0.12
C -1.59 -2.69 -6.62 0.34
C 1.43 2.73 -1.27 0.00
C 2.49 0.97 3.90 0.02
C 1.22 -1.53 0.63 0.24
C 1.85 0.09 -2.00 0.00
C 0.51 -3.46 -5.69 0.34
C -0.89 -0.53 5.23 0.00
H 1.48 2.93 -2.35 0.00
H 2.45 2.76 -0.86 0.00
H 1.48 -0.94 -2.12 0.00
H -1.28 3.47 -0.46 0.00
H -2.98 3.07 2.88 0.00
H 0.85 3.52 -0.79 0.00
H 3.58 1.37 0.32 0.00
H -0.84 -2.31 0.63 0.02
H 2.57 -0.11 4.02 0.00
H 2.84 0.05 -1.54 0.00
H 1.75 1.34 4.61 0.00
H 1.26 3.57 2.96 0.00
H 0.98 -5.52 -6.02 0.01
H 0.21 -2.71 4.56 0.00
H -1.62 0.29 5.42 0.00
H 4.42 1.55 1.88 0.00
H 2.02 -1.44 -0.10 0.02
H 3.03 3.54 2.76 0.01
H 1.42 -3.26 -5.14 0.01
H -1.31 -1.47 5.63 0.00
H -1.10 -5.99 -7.30 0.00
H 1.52 -2.18 1.45 0.02
H 0.23 -2.87 2.85 0.00
H 1.93 0.55 -2.99 0.00
H -1.23 0.16 -2.15 0.00
H -2.55 -1.97 3.70 0.00
H -3.08 1.16 -0.48 0.00
H -2.33 4.07 0.84 0.00
H -3.00 -0.39 3.05 0.00
H 3.46 1.43 4.13 0.00
H -1.15 -0.21 -5.68 0.02
H -1.45 1.89 -1.83 0.00
H -2.54 1.50 3.58 0.00
H -3.95 2.14 0.74 0.01
H -0.38 1.37 -3.16 0.00
H -2.31 -1.90 -6.79 0.01
H 1.57 -1.95 3.71 0.00
H -2.27 -1.60 1.99 0.00
H 0.05 -0.29 5.78 0.00
H 1.96 3.68 1.34 0.00
H -0.57 4.01 1.07 0.00
H -2.74 -4.16 -7.68 0.01
H -1.35 2.81 3.55 0.00
H 3.78 -0.04 1.37 0.00
H -3.57 0.42 1.04 0.00
H -0.34 -1.56 -0.92 0.02
```

Calculated values
- Multiplicity: 5
- LUMO (spin up / spin down): -12.67 / -17.01 eV
- HOMO level (spin up / spin down): -18.539 / -19.140 eV
- Charge: +4